No. 1
Below is a 12-piece molecular cluster, C41H90O26S4 overall, with properties calculated with wB97M-V/def2-TZVPD.

Computed properties:
Gap between HOMO and LUMO   9.60 eV
ΔE to the lowest compared entry with this formula, charge and spin   125.6 kcal per mole
HOMO   -0.35256 Eh
SMILES   CCOS(C)(=O)=O.CCOS(C)(=O)=O.CCOS(C)(=O)=O.CCOS(C)(=O)=O.COC(=O)OC.COC(=O)OC.COC(=O)OC.C1CCOC1.C1CCOC1.C1CCOC1.C1CCOC1.C1CCOC1

XYZ file:
```
161
Properties=species:S:1:pos:R:3:lowdin_charge:R:1
C 15.41601 5.23215 -1.21569 -0.05
C 15.63271 6.34772 -2.28582 -0.29
O 15.47343 5.73877 -3.56111 -0.28
S 16.53964 6.17913 -4.74526 0.70
C 15.76950 7.85643 -5.08408 -0.10
O 17.89472 6.35510 -4.19595 -0.32
O 16.32567 5.26014 -5.88751 -0.31
H 16.13446 4.41284 -1.24101 0.08
H 14.44833 4.77677 -1.42626 0.07
H 15.44371 5.64957 -0.20916 0.08
H 14.96897 7.20973 -2.21881 0.12
H 16.64329 6.70350 -2.08523 0.11
H 14.69795 7.70723 -5.21676 0.07
H 16.25415 8.33915 -5.93273 0.07
H 15.95450 8.48635 -4.21398 0.06
C 22.45307 4.48401 8.74802 -0.07
C 23.77411 5.06469 8.38197 -0.30
O 24.50987 4.05665 7.68479 -0.29
S 26.05307 4.35199 7.15576 0.70
C 25.69151 3.90636 5.40868 -0.11
O 26.32886 5.80778 7.20827 -0.32
O 26.93723 3.34643 7.76616 -0.30
H 22.01912 4.42818 7.74968 0.08
H 21.83619 5.17501 9.32254 0.08
H 22.45810 3.52422 9.26462 0.09
H 23.61764 5.98284 7.81573 0.12
H 24.42749 5.27134 9.22961 0.12
H 25.23763 2.91574 5.38094 0.07
H 26.59774 3.98886 4.80865 0.07
H 24.93458 4.64417 5.14258 0.06
C 5.20548 -5.46127 6.28681 -0.06
C 5.10006 -6.93621 6.62456 -0.32
O 3.91115 -7.35313 6.00798 -0.26
S 3.71407 -9.00921 5.94845 0.68
C 3.11559 -9.29370 7.64886 -0.11
O 2.61959 -9.31765 5.03793 -0.29
O 5.01237 -9.67554 5.81757 -0.30
H 4.45675 -4.90928 6.85498 0.08
H 5.16666 -5.21666 5.22532 0.09
H 6.13832 -5.10469 6.72356 0.08
H 5.95545 -7.39428 6.12799 0.11
H 5.09334 -7.20617 7.68058 0.11
H 3.81578 -8.78105 8.30842 0.05
H 3.17711 -10.32612 7.99299 0.07
H 2.10554 -8.89301 7.73458 0.07
C 13.90744 4.81942 14.43595 -0.07
C 15.40274 5.20631 14.56357 -0.26
O 16.05238 5.03749 15.85550 -0.26
S 16.93338 3.65048 16.09277 0.68
C 15.63843 2.78299 17.08360 -0.09
O 17.19911 2.97340 14.84685 -0.29
O 18.05161 3.99691 17.00761 -0.31
H 13.42539 5.02350 13.47988 0.08
H 13.37130 5.40488 15.18287 0.07
H 13.71408 3.79977 14.76918 0.06
H 15.91093 4.72131 13.73013 0.10
H 15.47225 6.24100 14.22787 0.12
H 15.96620 1.75839 17.25928 0.07
H 14.76124 2.82894 16.43820 0.04
H 15.56522 3.33247 18.02211 0.07
C 18.91966 8.53813 4.15048 -0.05
O 20.01216 8.48745 3.24586 -0.01
C 20.19761 7.43738 2.41650 -0.52
O 19.51922 6.42630 2.43116 0.11
O 21.31265 7.65794 1.63371 -0.01
C 21.68219 6.80197 0.59800 -0.08
H 18.11401 8.90011 3.51173 0.10
H 18.93224 9.33937 4.88937 0.09
H 18.63564 7.66222 4.73376 0.10
H 20.94752 6.08075 0.23994 0.09
H 22.59668 6.26350 0.84671 0.10
H 21.81927 7.37142 -0.32126 0.09
C 6.90663 2.50845 13.86392 -0.04
O 6.64605 3.87224 14.09074 -0.01
C 5.41467 4.26412 14.38278 -0.59
O 4.41829 3.57751 14.53391 0.12
O 5.45306 5.59567 14.42659 0.00
C 4.34117 6.34643 14.68701 -0.08
H 6.29709 2.17102 13.02563 0.10
H 6.75532 1.98047 14.80543 0.10
H 7.94759 2.50305 13.54072 0.10
H 3.94164 6.13947 15.67980 0.10
H 3.51284 6.18187 13.99789 0.10
H 4.63802 7.38555 14.54481 0.10
C 12.42217 -5.32374 5.77103 -0.03
O 11.61169 -4.78471 4.71460 0.01
C 11.31943 -5.56206 3.68145 -0.58
O 11.67295 -6.75510 3.46690 0.08
O 10.49279 -4.84916 2.98356 0.02
C 9.88883 -5.34760 1.87911 -0.08
H 13.26050 -5.90357 5.38488 0.09
H 11.77012 -5.96704 6.36187 0.10
H 12.94910 -4.64913 6.44582 0.09
H 9.52073 -4.48188 1.32855 0.10
H 9.10243 -6.08932 2.01887 0.10
H 10.62041 -5.86156 1.25563 0.10
C 13.04952 2.48269 6.59830 -0.20
C 14.23218 2.72677 7.46277 -0.20
C 14.41443 1.39862 8.22114 -0.17
O 13.02497 1.13965 8.47316 -0.15
C 12.17191 1.56083 7.41924 -0.20
H 13.41275 1.99502 5.69368 0.11
H 12.55155 3.40557 6.30096 0.12
H 14.00162 3.56378 8.12183 0.11
H 15.11587 3.11510 6.95640 0.11
H 14.98010 1.56409 9.13805 0.12
H 14.94717 0.64775 7.63762 0.11
H 11.35977 2.12646 7.87596 0.12
H 11.87724 0.80677 6.68941 0.12
C 11.39411 -3.82526 13.42574 -0.18
C 12.39917 -3.61669 14.51617 -0.19
C 11.59807 -3.65842 15.80471 -0.19
O 10.23571 -3.98555 15.45080 -0.13
C 10.22387 -4.49527 14.10667 -0.21
H 11.73271 -4.49900 12.63863 0.11
H 11.06540 -2.87464 13.00577 0.12
H 12.88624 -2.64157 14.51521 0.10
H 13.26336 -4.28036 14.48756 0.11
H 11.69300 -2.69611 16.30774 0.11
H 11.98388 -4.39424 16.51028 0.11
H 9.32258 -4.45810 13.49480 0.12
H 10.39144 -5.57196 14.13451 0.11
C 5.61984 2.62426 1.66706 -0.17
C 6.04226 3.81109 0.90430 -0.22
C 6.95433 4.52820 1.80848 -0.19
O 7.41597 3.50176 2.72323 -0.14
C 6.94038 2.23820 2.40256 -0.22
H 5.26080 1.89128 0.94461 0.11
H 4.90907 2.73581 2.48588 0.12
H 5.13647 4.38831 0.71866 0.12
H 6.52363 3.58351 -0.04681 0.12
H 6.38604 5.30399 2.32161 0.12
H 7.84181 5.00586 1.39336 0.12
H 6.79094 1.63804 3.30010 0.12
H 7.58754 1.70609 1.70533 0.11
C 10.33312 10.08874 10.23847 -0.13
C 9.14431 9.09055 10.31618 -0.18
C 9.24447 8.15894 9.12973 -0.21
O 10.59464 8.25426 8.70322 -0.14
C 11.31366 9.33232 9.29136 -0.19
H 10.67796 10.28273 11.25413 0.10
H 10.05625 11.04361 9.79164 0.10
H 8.17801 9.57241 10.46508 0.11
H 9.15388 8.46893 11.21151 0.10
H 8.55547 8.42352 8.32763 0.11
H 9.03609 7.15548 9.50088 0.11
H 11.69675 9.97903 8.50198 0.11
H 12.18800 8.91069 9.78719 0.11
C 21.04775 -1.57083 5.67492 -0.20
C 20.87665 -0.46565 4.68863 -0.20
C 21.20946 -1.16161 3.38664 -0.22
O 20.65110 -2.43159 3.61708 -0.16
C 20.37215 -2.76340 5.02007 -0.14
H 20.70622 -1.26075 6.66250 0.11
H 22.10942 -1.76705 5.82474 0.12
H 21.54903 0.35718 4.93145 0.11
H 19.84213 -0.12413 4.72369 0.12
H 22.27700 -1.18710 3.16797 0.12
H 20.69650 -0.64583 2.57488 0.12
H 20.79520 -3.70604 5.36726 0.11
H 19.28233 -2.75491 5.00217 0.12
```


No. 2
Below is C41H91Br2F12GaN5O7S as an isolated structure, with properties calculated with wB97M-V/def2-TZVPD.

Computed properties:
Total charge   -1
Gap between HOMO and LUMO   6.55 eV
ΔE to the lowest compared entry with this formula, charge and spin   0.0 kcal per mole
HOMO   -0.17327 Eh

XYZ file:
```
160
Properties=species:S:1:pos:R:3:lowdin_charge:R:1
C -1.44691 1.48745 6.17280 -0.13
C -0.98518 2.27585 4.94830 -0.26
C 0.03617 1.51715 4.06990 -0.20
C 1.29742 2.33520 3.70490 -0.20
C 1.76124 2.15114 2.24594 -0.21
C 1.24876 3.23417 1.27016 -0.20
C 0.05308 2.77608 0.40603 -0.20
C 0.46378 2.29533 -0.99119 -0.22
C -0.42708 1.18367 -1.54688 -0.31
C 0.21175 0.49919 -2.76290 -0.24
Ga 1.54947 -0.95063 -2.23609 0.51
C 3.39940 -0.20955 -1.78101 -0.23
C 3.76003 0.25847 -0.36350 -0.27
C 5.08492 1.08248 -0.36189 -0.17
C 6.25461 0.38062 0.34250 -0.09
C 7.56316 1.06181 0.00094 -0.45
F 7.55896 2.32693 0.53642 0.10
F 7.74489 1.21194 -1.33748 0.11
C 8.90678 0.48551 0.54201 -0.43
F 9.91298 1.20879 0.04231 0.14
F 8.95149 0.61113 1.87715 0.10
S 9.26201 -1.34608 0.17205 0.78
F 8.19709 -1.77554 1.26999 -0.14
F 10.41379 -1.30552 1.28447 -0.14
F 10.34086 -0.97865 -0.94000 -0.13
F 8.16467 -1.44443 -0.95969 -0.12
F 9.61048 -2.87577 -0.04744 -0.13
C 0.60068 -2.10267 -0.83599 -0.21
C 1.49850 -2.87843 0.11985 -0.27
C 0.70348 -3.68945 1.16125 -0.81
F -0.45928 -4.18214 0.65354 -0.04
Br 0.19664 -2.53764 2.66520 0.77
C 1.50440 -4.89385 1.71994 -0.93
F 2.46545 -4.48990 2.56559 0.01
F 2.11245 -5.55271 0.71601 0.04
Br 0.37749 -6.20238 2.65392 0.76
C 1.82709 -2.16982 -3.89322 -0.24
O 3.17951 -2.65837 -4.02372 -0.25
O 3.38139 -3.48638 -2.85220 -0.09
H -2.02190 2.12650 6.84833 0.06
H -0.59323 1.09557 6.72989 0.07
H -2.08549 0.64741 5.89125 0.07
H -1.85144 2.54145 4.33685 0.10
H -0.54524 3.21749 5.28697 0.09
H -0.44943 1.21356 3.14136 0.09
H 0.34233 0.61440 4.60257 0.10
H 2.11013 2.04671 4.37613 0.10
H 1.10701 3.39673 3.88124 0.09
H 2.85434 2.15869 2.23136 0.10
H 1.44624 1.16552 1.89194 0.10
H 0.97289 4.13057 1.83474 0.10
H 2.07940 3.52882 0.62231 0.10
H -0.66939 3.59322 0.32765 0.10
H -0.43628 1.94343 0.91868 0.09
H 0.44801 3.13385 -1.69530 0.11
H 1.49606 1.92894 -0.97511 0.09
H -1.39628 1.62762 -1.82269 0.10
H -0.64391 0.45294 -0.76294 0.07
H 0.62239 1.24827 -3.45127 0.05
H -0.58017 -0.01602 -3.32656 0.03
H 4.18312 -0.90082 -2.11490 0.04
H 3.49848 0.67329 -2.42926 0.05
H 3.90296 -0.60179 0.30114 0.09
H 2.98014 0.88242 0.07560 0.06
H 5.37461 1.19939 -1.40619 0.10
H 4.94826 2.07969 0.06056 0.11
H 6.27532 -0.67149 0.06624 0.11
H 6.14579 0.42319 1.43181 0.13
H 0.01530 -2.82779 -1.41329 0.06
H -0.13430 -1.54752 -0.24043 0.03
H 2.15128 -3.55946 -0.42850 0.10
H 2.14070 -2.20242 0.68783 0.09
H 1.14942 -3.03305 -3.92490 0.05
H 1.70276 -1.56627 -4.79751 0.06
H 4.33362 -3.62871 -2.90318 0.08
C -6.08755 -0.94646 -4.25717 -0.07
C -4.62351 -0.74508 -4.63651 -0.42
C -3.62685 -1.31877 -3.62313 -0.20
O -3.49067 -0.55725 -2.44339 -0.19
C -4.46600 -0.77304 -1.44800 -0.10
N -4.38221 0.67999 -4.88992 0.04
H -6.40721 -0.23955 -3.49231 0.05
H -6.73139 -0.78782 -5.12196 0.08
H -6.26133 -1.95697 -3.88064 0.08
H -4.45182 -1.28039 -5.57566 0.13
H -2.63448 -1.31394 -4.08097 0.12
H -3.86664 -2.36264 -3.37710 0.12
H -4.79426 -1.81741 -1.42876 0.09
H -5.33794 -0.12418 -1.58047 0.07
H -4.00723 -0.53265 -0.48902 0.09
H -3.44572 0.79821 -5.26567 0.07
H -4.34710 1.14473 -3.98561 0.07
C -10.42159 3.29338 -2.82409 -0.06
C -10.76222 2.06917 -3.66836 -0.43
C -9.63230 1.03443 -3.75382 -0.22
O -8.56261 1.38827 -4.60218 -0.20
C -7.59458 2.25571 -4.03757 -0.11
N -11.21775 2.50823 -4.99037 0.04
H -9.78118 3.99178 -3.36252 0.07
H -11.32883 3.83606 -2.56204 0.06
H -9.91472 3.00493 -1.90046 0.08
H -11.60406 1.56190 -3.18548 0.13
H -10.04623 0.11618 -4.18053 0.12
H -9.25466 0.78643 -2.75156 0.12
H -7.46003 2.05774 -2.96874 0.09
H -7.87107 3.30351 -4.18146 0.08
H -6.65159 2.07278 -4.55212 0.07
H -11.56181 1.70717 -5.51137 0.07
H -10.40338 2.82275 -5.51104 0.07
C 9.93461 -6.26266 1.83101 -0.07
C 9.50864 -7.11792 0.64312 -0.43
C 8.06368 -6.87957 0.18585 -0.21
O 7.07405 -7.44187 1.02238 -0.19
C 6.71615 -6.66657 2.15046 -0.10
N 9.77184 -8.52761 0.95006 0.03
H 9.54624 -6.65009 2.77317 0.07
H 11.02111 -6.25095 1.91614 0.08
H 9.59312 -5.23200 1.71524 0.07
H 10.14454 -6.84295 -0.20411 0.13
H 7.93271 -7.36813 -0.78329 0.12
H 7.87095 -5.80803 0.03927 0.12
H 6.74150 -5.59668 1.92165 0.09
H 7.36676 -6.86767 3.00579 0.07
H 5.69768 -6.93950 2.42322 0.09
H 9.61057 -9.08932 0.11948 0.07
H 9.06428 -8.83759 1.61074 0.07
C -14.28050 8.08972 -1.01838 -0.07
C -14.59489 6.86104 -1.86626 -0.44
C -13.44205 5.85387 -1.96315 -0.22
O -12.38564 6.23780 -2.81768 -0.20
C -11.43776 7.12453 -2.25778 -0.11
N -15.06851 7.29762 -3.18215 0.04
H -13.66042 8.80368 -1.56027 0.06
H -15.20326 8.60402 -0.75113 0.07
H -13.76344 7.81588 -0.09671 0.08
H -15.42095 6.33133 -1.38126 0.13
H -13.83640 4.92997 -2.39529 0.12
H -13.05171 5.60684 -0.96567 0.12
H -11.28358 6.92381 -1.19298 0.09
H -11.72887 8.16981 -2.38917 0.07
H -10.49638 6.96694 -2.78363 0.09
H -15.40117 6.49375 -3.70599 0.07
H -14.26510 7.63097 -3.70806 0.07
C 6.08171 -2.06239 5.49578 -0.07
C 7.26833 -1.66424 4.62953 -0.43
C 8.63637 -1.97800 5.24780 -0.20
O 9.03585 -1.10880 6.29110 -0.19
C 8.49357 -1.39878 7.56297 -0.11
N 7.13109 -0.25519 4.25372 0.06
H 5.91206 -1.34609 6.30037 0.07
H 5.17749 -2.08446 4.89126 0.08
H 6.21932 -3.05137 5.93826 0.08
H 7.21419 -2.25342 3.70834 0.12
H 9.39601 -1.86077 4.47021 0.12
H 8.67795 -3.02098 5.59194 0.12
H 8.38644 -2.47765 7.71378 0.09
H 7.52313 -0.91917 7.71251 0.07
H 9.18526 -1.00758 8.30910 0.08
H 7.85823 -0.02541 3.58550 0.04
H 7.34580 0.30728 5.07280 0.07
```